[1]
C5H13NO | wB97M-V/def2-TZVPD

Geometry as XYZ:
```
20
Properties=species:S:1:pos:R:3:forces:R:3:nbo_charge:R:1
C 0.4325 -0.5255 -1.8731 2.621 0.461 -0.340 -0.717
C -1.0321 -0.9619 -1.8181 -0.112 0.452 -0.137 0.667
N -1.5973 -1.8560 -0.9048 -1.246 -0.260 -1.250 -0.844
O -1.6732 -0.4746 -2.7163 -1.079 -0.308 -0.410 -0.592
H 0.5258 0.5413 -2.3452 -0.628 -2.065 0.995 0.249
H 1.0495 -1.1596 -2.5499 -1.042 0.014 -0.101 0.243
H 1.1372 -0.5455 -0.9953 -1.470 -0.318 -0.992 0.207
H -2.6141 -2.1245 -0.9146 1.572 0.972 -0.908 0.404
H -1.3186 -1.8802 0.0257 1.376 0.050 1.596 0.385
C 0.1064 2.0085 1.5753 0.736 1.901 0.973 -0.639
C 0.3594 0.7871 0.6771 -0.209 1.531 -2.305 -0.411
C 0.9281 -0.4245 1.4516 -1.482 0.195 -0.050 -0.642
H -0.9105 2.4722 1.6675 0.456 -1.022 -0.630 0.215
H 0.7143 2.9240 1.3094 -0.244 -1.118 0.251 0.217
H 0.3508 1.7534 2.6296 0.089 0.232 -0.568 0.201
H -0.7062 0.6899 0.1439 2.457 -0.814 1.026 0.215
H 1.1506 0.9099 -0.3270 -2.354 0.864 3.601 0.206
H 1.2902 -1.0006 0.5885 0.057 -1.080 1.421 0.208
H 1.6633 -0.2740 2.2601 0.422 0.745 -1.050 0.225
H 0.1438 -0.8593 2.1157 0.080 -0.432 -1.126 0.205
```
Positions in Å, forces in eV/Å.

Calculated values
- energy above the lowest of the compared OMol25 structures with the same formula, charge and spin (eV) = 2.661
- highest occupied orbital energy (eV) = -9.76
- energy (eV) = -8931.3500
- SMILES = CC(N)=O.CCC



[2]
C5H13NO | wB97M-V/def2-TZVPD

Geometry as XYZ:
```
20
Properties=species:S:1:pos:R:3:forces:R:3:nbo_charge:R:1
C 2.6361 0.3569 1.0974 0.133 -0.195 0.739 -0.603
C 1.7561 0.3765 -0.1312 0.622 0.296 -1.034 -0.420
C 0.4343 1.0882 -0.0121 -1.404 0.845 0.291 -0.405
C -0.8457 0.3150 -0.4301 -0.700 0.130 1.144 -0.074
N -2.0270 1.0100 0.1573 0.182 0.817 0.117 -0.849
C -0.8990 -1.1313 0.1282 1.297 -0.223 -1.619 -0.079
O -1.0382 -2.0625 -0.9554 -0.111 -0.297 -0.094 -0.740
H 3.3955 -0.4342 1.0281 -0.183 0.253 0.096 0.213
H 2.0681 0.2312 2.0168 -0.246 -0.526 0.070 0.200
H 3.1419 1.2972 1.2998 0.197 0.246 -0.443 0.205
H 1.5237 -0.6296 -0.4685 0.406 -0.227 -0.045 0.208
H 2.3625 0.8527 -0.9244 -0.382 -0.360 0.053 0.206
H 0.3871 2.0309 -0.5803 0.281 -0.180 0.176 0.210
H 0.2301 1.3856 1.0367 0.332 -0.177 -0.243 0.189
H -1.0128 0.3067 -1.5056 0.470 -0.345 -0.119 0.200
H -1.6977 1.7984 0.7065 -0.061 -0.138 0.213 0.349
H -2.6393 1.4576 -0.5126 0.083 -0.310 -0.375 0.359
H -1.7168 -1.1908 0.8201 -0.158 -0.150 0.494 0.193
H 0.0769 -1.4475 0.5378 -0.617 0.401 0.477 0.170
H -1.9455 -2.3530 -1.0596 -0.141 0.139 0.102 0.469
```
Positions in Å, forces in eV/Å.

Calculated values
- energy above the lowest of the compared OMol25 structures with the same formula, charge and spin (eV) = 1.363
- highest occupied orbital energy (eV) = -9.24
- energy (eV) = -8932.6477
- SMILES = CCC[C@H](N)CO



[3]
C5H13NO | wB97M-V/def2-TZVPD

Geometry as XYZ:
```
20
Properties=species:S:1:pos:R:3:forces:R:3:nbo_charge:R:1
C -2.0579 0.2503 1.3183 0.935 0.907 1.505 -0.605
C -0.8854 -0.5398 0.7459 0.918 -2.535 1.811 -0.417
C -0.1251 -0.1095 -0.4513 1.674 1.311 -1.941 -0.064
C 1.2462 -0.8786 -0.7210 -0.396 0.150 3.958 -0.063
O 0.7842 -2.2011 -0.9085 0.403 -0.982 -0.544 -0.754
N 0.0738 1.3605 -0.6188 -1.489 -0.897 2.085 -0.627
C 0.8141 2.1785 0.3763 1.774 -1.516 -1.947 -0.413
H -2.5884 -0.3941 2.0452 0.593 0.341 0.047 0.210
H -2.8848 0.5402 0.6688 0.626 0.298 -0.547 0.220
H -1.5836 1.1414 1.8646 -1.354 -0.964 -0.728 0.202
H -1.2845 -1.5329 0.4756 0.216 0.213 0.126 0.219
H -0.0910 -0.8272 1.5596 -1.541 0.833 -0.827 0.184
H -0.7200 -0.5114 -1.2996 0.163 0.974 0.006 0.198
H 1.8298 -0.5758 -1.5716 -0.253 0.408 -0.697 0.176
H 2.0088 -0.7018 0.2015 -1.755 -0.756 -1.725 0.150
H 1.0130 -2.8767 -0.2637 0.359 0.564 0.166 0.484
H 0.5317 1.3782 -1.4595 1.252 0.817 -2.591 0.341
H 0.6096 3.2109 0.0507 0.389 -0.273 0.783 0.211
H 0.4375 1.8933 1.3246 -0.371 0.377 1.098 0.194
H 1.9808 1.9356 0.3941 -2.143 0.729 -0.037 0.154
```
Positions in Å, forces in eV/Å.

Calculated values
- energy above the lowest of the compared OMol25 structures with the same formula, charge and spin (eV) = 2.536
- highest occupied orbital energy (eV) = -8.42
- energy (eV) = -8931.4744
- SMILES = CC[C@H](CO)NC



[4]
C5H13NO | wB97M-V/def2-TZVPD

Geometry as XYZ:
```
20
Properties=species:S:1:pos:R:3:forces:R:3:nbo_charge:R:1
N -2.0293 -1.5396 -2.0795 0.247 0.080 -0.315 -0.833
C -1.1028 -1.4501 -0.9399 -1.619 0.276 0.165 -0.211
C -1.0764 -0.0898 -0.2560 0.895 0.367 0.213 -0.412
C -0.2269 -0.0670 1.0301 0.210 -0.765 -0.775 -0.403
C 0.6017 1.2162 1.2406 -0.725 -1.355 0.220 -0.426
C 1.8611 1.2800 0.4111 0.680 -0.249 -0.219 -0.066
O 2.6298 0.0622 0.5198 0.207 0.530 0.312 -0.732
H -1.6224 -1.1404 -2.9179 0.051 -0.001 0.076 0.349
H -2.8783 -1.0129 -1.9117 0.001 -0.065 0.157 0.347
H -1.4638 -2.1932 -0.2220 0.358 -0.065 0.102 0.178
H -0.1244 -1.7148 -1.2789 0.668 -0.316 -0.098 0.194
H -0.5766 0.6284 -0.9077 -0.244 0.087 -0.449 0.185
H -2.0905 0.2717 -0.0943 -0.124 0.033 0.105 0.192
H -0.8109 -0.3713 1.8971 -0.160 0.464 0.182 0.203
H 0.4966 -0.8797 0.9382 0.123 -0.058 -0.016 0.216
H -0.0465 2.0624 1.0388 0.127 0.478 0.344 0.207
H 0.9114 1.1162 2.2783 0.010 0.770 0.270 0.205
H 1.7087 1.4715 -0.6543 -0.298 -0.174 0.042 0.171
H 2.4899 2.0942 0.7674 -0.076 0.286 0.013 0.167
H 3.3496 0.2560 1.1407 -0.332 -0.323 -0.330 0.469
```
Positions in Å, forces in eV/Å.

Calculated values
- energy above the lowest of the compared OMol25 structures with the same formula, charge and spin (eV) = 1.111
- highest occupied orbital energy (eV) = -9.03
- energy (eV) = -8932.8999
- SMILES = NCCCCCO



- Which formula does entry 1 have?
  C5H13NO